No. 1
Below is an isolated molecule of C4H6N2, with properties calculated with ωB97M-V with the def2-TZVPD basis set.

CARTESIAN COORDINATES (ANGSTROEM)
C 0.632957 1.063689 -0.142626
C -0.716786 1.112661 0.382897
C -1.133788 -0.964561 -0.197361
C 1.211318 -0.307087 -0.231312
N 0.327346 -1.340124 -0.122558
N -1.611911 0.183215 0.304995
H 1.442657 1.839413 -0.170253
H -0.961056 1.699059 1.171372
H -1.590874 -1.639078 0.530914
H -1.422004 -1.276740 -1.205056
H 1.914671 0.080400 -1.005527
H 1.907475 -0.450843 0.684512

Atomic forces in eV per Å
C -0.43 0.28 1.32
C 1.14 -0.77 -0.74
C 1.62 -4.81 -0.63
C 1.68 2.89 1.76
N -1.59 -1.15 -1.12
N 0.40 3.38 0.32
H -1.56 -0.24 0.26
H -0.61 3.42 1.57
H 0.01 -1.10 -0.62
H -0.36 0.19 -0.14
H 0.19 -2.41 -0.82
H -0.50 0.33 -1.17

Calculated values
* HOMO energy (alpha / beta): -8.86 / -8.39 eV
* energy: -7219.617 eV

=====

No. 2
Below is an isolated molecule of C4H6N2, with properties calculated with ωB97M-V with the def2-TZVPD basis set.

CARTESIAN COORDINATES (ANGSTROEM)
C 1.297533 -0.503858 0.726252
C -0.170705 0.284069 -0.983572
C -1.104677 -0.700800 -0.455601
N -0.088246 -0.099175 0.478950
C -0.531417 1.641969 -1.107497
N -0.702145 2.785815 -1.225580
H 1.931780 0.339465 0.411842
H 1.545504 -1.327279 0.052657
H 1.468632 -0.749165 1.771651
H -2.125329 -0.395491 -0.201507
H -0.987559 -1.764538 -0.657194
H -0.533368 0.488986 1.189600

Atomic forces in eV per Å
C 0.35 -0.15 0.02
C -0.19 0.33 -0.25
C -0.09 -0.14 0.10
N 0.02 0.27 -0.16
C -0.37 0.98 -0.39
N 0.03 -0.70 0.11
H -0.24 -0.30 0.33
H -0.15 0.02 0.30
H -0.03 -0.19 0.08
H 0.19 -0.22 0.21
H 0.11 0.18 0.00
H 0.37 -0.07 -0.35

Calculated values
* HOMO energy: -8.08 eV
* energy: -7221.758 eV

=====

No. 3
Below is an isolated molecule of C4H6N2, with properties calculated with ωB97M-V with the def2-TZVPD basis set.

CARTESIAN COORDINATES (ANGSTROEM)
C -1.456779 -0.156312 0.118446
N -0.259343 0.109417 -0.785395
C 0.782666 -0.840821 -0.596939
C 1.658112 -0.297152 0.275817
N 1.291828 1.013556 0.605637
C 0.226301 1.212297 -0.087508
H -2.125711 -0.844138 -0.379103
H -1.075736 -0.565609 1.067361
H -2.010716 0.761059 0.374225
H 0.825745 -1.778949 -1.139180
H 2.537572 -0.737037 0.725350
H -0.360911 2.120440 -0.138881

Atomic forces in eV per Å
C -0.29 -0.40 -0.28
N -0.20 0.24 0.65
C -0.04 -0.05 0.38
C 0.15 -0.20 -0.18
N 0.17 0.26 -0.40
C 0.42 0.53 0.16
H -0.15 -0.25 0.05
H -0.21 -0.03 -0.30
H 0.26 -0.30 -0.50
H -0.29 0.13 0.34
H 0.01 0.05 -0.25
H 0.16 0.03 0.33

Calculated values
* HOMO energy: -9.21 eV
* structure (SMILES): Cn1ccnc1
* energy: -7224.006 eV

=====

| no. | maximum force (eV Å⁻¹) |
| --- | --- |
| 1 | 5.11 |
| 2 | 1.12 |
| 3 | 0.72 |